Entry 1:
15
Properties=species:S:1:pos:R:3 method="wB97M-V/def2-TZVPD" de_lowest_kcal_mol=126.9 gap_ev="7.8610 / 7.8594" charge=+1 spin_multiplicity=1 energy_ev=-10209.71837 lumo_energy_ha="-0.1900 / -0.1900"
C 0.952 -1.373 0.300
C 0.878 0.121 0.118
C -1.499 0.366 0.398
C 2.041 0.962 -0.126
N -3.794 0.534 0.006
N -2.662 0.352 0.170
N 0.169 -1.959 -0.461
N -0.271 0.673 0.058
H 1.577 -1.803 0.982
H 1.722 1.892 -0.637
H 2.567 1.372 0.885
H 2.770 0.486 -0.731
H -4.373 -0.252 -0.165
H 0.137 -3.005 -0.602
H -0.214 1.632 -0.194

Entry 2:
17
Properties=species:S:1:pos:R:3 method="wB97M-V/def2-TZVPD" de_lowest_kcal_mol=98.1 gap_ev=10.2639 spin_multiplicity=1 energy_ev=-13755.10122 lumo_energy_ha=0.0308
C 1.484 -0.442 -0.152
C -2.095 0.350 -1.007
C -1.410 -0.068 0.963
C -1.149 0.999 -0.013
N 3.689 -0.632 0.282
N 2.490 -1.270 0.160
N 2.188 0.724 -0.205
N 3.459 0.569 0.146
N -2.250 -0.816 -0.013
O -0.359 1.895 0.002
H -3.149 0.636 -1.238
H -1.536 0.033 -1.837
H -0.440 -0.761 1.188
H -1.994 0.332 1.830
H -3.203 -0.841 0.326
H 2.567 -2.266 0.023
H 1.708 1.559 -0.457

Entry 3:
18
Properties=species:S:1:pos:R:3 method="wB97M-V/def2-TZVPD" de_lowest_kcal_mol=51.1 gap_ev=8.4165 spin_multiplicity=1 energy_ev=-14685.18237 lumo_energy_ha=-0.0068
C 1.278 -0.371 0.098
C -0.144 -0.592 0.198
C 0.122 2.657 -0.354
C -2.147 -1.939 -0.019
N 3.174 0.614 0.425
N 1.878 0.843 0.433
N 2.288 -1.279 0.029
N 3.364 -0.620 0.197
N -1.577 1.255 0.562
N -1.012 2.169 0.184
N -0.724 -1.748 -0.097
H -0.094 3.784 -0.176
H 0.243 2.268 -1.347
H 1.063 1.852 0.304
H -2.413 -2.624 0.782
H -2.309 -2.516 -1.014
H -2.723 -1.096 -0.029
H -0.265 -2.657 -0.175

Entry 4:
13
Properties=species:S:1:pos:R:3 method="wB97M-V/def2-TZVPD" de_lowest_kcal_mol=52.6 gap_ev=10.7217 spin_multiplicity=1 smiles="O=CC[C@H]1CN1" energy_ev=-7797.36223 lumo_energy_ha=0.0387
O -0.294 -0.562 -2.125
C -0.592 0.556 -1.777
C -0.301 1.070 -0.392
C -0.259 -0.131 0.568
C 0.790 -1.185 0.703
N 0.681 -0.108 1.675
H -1.143 1.208 -2.478
H -1.056 1.837 -0.142
H 0.648 1.618 -0.361
H -1.258 -0.543 0.729
H 1.705 -1.235 0.117
H 0.413 -2.171 0.987
H 0.292 -0.414 2.560

Entry 5:
13
Properties=species:S:1:pos:R:3 method="wB97M-V/def2-TZVPD" de_lowest_kcal_mol=86.3 gap_ev=11.5715 spin_multiplicity=1 energy_ev=-7795.90153 lumo_energy_ha=0.0285
C -1.471 -0.215 1.180
O -0.128 -0.377 0.948
C 0.403 0.272 -0.105
C 1.837 -0.028 -0.277
C -0.626 -0.309 -1.450
N -0.857 -0.589 -2.537
H -2.178 -1.020 0.947
H -1.841 0.738 0.224
H -1.865 0.218 2.086
H 0.151 1.338 -0.202
H 2.419 0.522 0.471
H 2.028 -1.098 -0.164
H 2.154 0.304 -1.271

Entry 6:
13
Properties=species:S:1:pos:R:3 method="wB97M-V/def2-TZVPD" de_lowest_kcal_mol=22.1 gap_ev=10.2952 spin_multiplicity=1 smiles="CN1CCC1=O" energy_ev=-7798.68550 lumo_energy_ha=0.0335
C 1.498 -0.343 -0.977
N 0.195 -0.160 -0.397
C -0.469 1.050 0.082
C -1.363 0.144 0.961
C -0.518 -1.014 0.408
O -0.425 -2.201 0.601
H 2.290 -0.006 -0.294
H 1.637 -1.409 -1.172
H 1.589 0.205 -1.919
H -0.978 1.615 -0.706
H 0.191 1.720 0.647
H -1.216 0.273 2.036
H -2.431 0.127 0.732

Entry 7:
13
Properties=species:S:1:pos:R:3 method="wB97M-V/def2-TZVPD" de_lowest_kcal_mol=58.9 gap_ev=11.0761 spin_multiplicity=1 smiles="CC(=O)CC#N.[H][H]" energy_ev=-7797.08944 lumo_energy_ha=0.0266
C -1.175 -0.814 0.202
C -0.371 0.407 0.553
O -0.835 1.364 1.132
C 1.154 0.320 0.390
C 1.688 -0.602 -0.615
N 2.120 -1.336 -1.398
H -2.215 -0.554 -0.004
H -0.764 -1.428 -0.605
H -1.143 -1.394 1.130
H 1.457 -0.027 1.382
H 1.573 1.320 0.248
H -0.545 1.109 -1.382
H -0.800 1.581 -0.864

Entry 8:
13
Properties=species:S:1:pos:R:3 method="wB97M-V/def2-TZVPD" de_lowest_kcal_mol=138.3 gap_ev="7.8206 / 7.8185" spin_multiplicity=1 energy_ev=-7793.64598 lumo_energy_ha="-0.0077 / -0.0077"
C 1.894 0.753 0.590
N 1.321 -1.311 -0.514
C 0.223 -0.797 -0.540
C -1.314 -0.945 -0.604
C -1.399 0.410 0.087
O 0.053 0.593 -0.127
H 1.561 1.723 0.940
H 2.591 0.758 -0.235
H 2.063 -0.004 1.344
H -1.692 -1.807 -0.052
H -1.705 -0.949 -1.624
H -1.962 1.196 -0.418
H -1.633 0.380 1.153

Entry 9:
13
Properties=species:S:1:pos:R:3 method="wB97M-V/def2-TZVPD" de_lowest_kcal_mol=110.8 gap_ev=9.4062 spin_multiplicity=1 energy_ev=-7794.83771 lumo_energy_ha=0.0278
C -1.799 -0.444 0.377
C -0.298 -0.587 0.457
C 0.537 0.439 -0.665
N 0.475 0.388 0.921
C 1.994 0.648 -0.126
O 2.859 -0.176 -0.329
H -2.224 -0.872 1.292
H -2.223 -0.988 -0.473
H -2.076 0.612 0.334
H 0.080 -1.621 0.358
H 0.686 -0.426 -1.323
H -0.090 1.218 -1.097
H 2.166 1.664 0.257

Entry 10:
13
Properties=species:S:1:pos:R:3 method="wB97M-V/def2-TZVPD" de_lowest_kcal_mol=101.4 gap_ev=7.9018 spin_multiplicity=1 energy_ev=-7795.24662 lumo_energy_ha=0.0309
C -1.545 -0.463 0.216
C -0.351 -0.591 -0.697
C 0.095 0.607 -1.484
N 0.786 0.129 -0.312
C 1.682 0.405 0.549
O 1.792 -0.273 1.708
H -1.425 -1.066 1.125
H -2.439 -0.838 -0.291
H -1.749 0.579 0.534
H 1.164 -1.012 1.688
H 0.607 0.477 -2.438
H -0.348 1.600 -1.335
H 2.447 1.153 0.384

Entry 11:
13
Properties=species:S:1:pos:R:3 method="wB97M-V/def2-TZVPD" de_lowest_kcal_mol=82.5 gap_ev=10.4377 spin_multiplicity=1 smiles="ON=C1CCC1" energy_ev=-7796.06798 lumo_energy_ha=0.0407
O 2.463 -0.815 0.131
N 1.702 0.343 0.292
C 0.549 0.261 -0.235
C -0.375 -0.889 -0.627
C -1.422 -0.091 0.365
C -0.562 1.192 0.077
H 3.277 -0.573 0.592
H -0.658 -0.871 -1.694
H 0.157 -1.850 -0.467
H -2.497 0.164 0.232
H -1.315 -0.451 1.403
H -0.965 1.588 -0.862
H -0.354 1.992 0.793

Entry 12:
13
Properties=species:S:1:pos:R:3 method="wB97M-V/def2-TZVPD" de_lowest_kcal_mol=85.4 gap_ev=10.3990 spin_multiplicity=1 smiles=O[C@H]1CN2C[C@@H]12 energy_ev=-7795.94311 lumo_energy_ha=0.0352
O -1.470 -0.831 1.057
C -1.069 -0.062 -0.052
C -0.209 1.188 0.215
N 0.979 0.701 -0.523
C 1.317 -0.625 -0.081
C 0.114 -0.518 -0.920
H -0.700 -1.234 1.477
H -1.992 0.112 -0.607
H 0.018 1.444 1.247
H -0.610 2.054 -0.321
H 1.210 -0.804 0.989
H 2.207 -1.059 -0.524
H 0.228 -0.288 -1.959

Entry 13:
13
Properties=species:S:1:pos:R:3 method="wB97M-V/def2-TZVPD" de_lowest_kcal_mol=123.8 gap_ev=9.9358 spin_multiplicity=1 energy_ev=-7794.27581 lumo_energy_ha=0.0377
O 2.332 -1.799 -0.174
C 1.743 -0.816 -0.553
N 1.270 0.177 0.284
C -0.336 1.015 -0.144
C -1.350 0.506 0.836
C -1.330 -0.026 -0.570
H 1.513 -0.610 -1.612
H 1.429 0.067 1.280
H 1.001 1.219 -0.126
H -1.050 -0.189 1.616
H -2.112 1.214 1.152
H -2.076 0.305 -1.291
H -1.033 -1.063 -0.698

Entry 14:
13
Properties=species:S:1:pos:R:3 method="wB97M-V/def2-TZVPD" de_lowest_kcal_mol=76.8 gap_ev=10.8328 spin_multiplicity=1 smiles="C1=NC1.CC=O" energy_ev=-7796.31578 lumo_energy_ha=0.0364
C 0.062 -1.407 -1.151
N 1.175 -1.074 -0.677
C 0.692 -0.380 -1.941
H -0.743 -2.086 -0.916
H 1.218 -0.632 -2.858
H 0.402 0.659 -1.824
C -0.947 0.401 1.516
C 0.324 1.086 1.084
O 0.367 1.917 0.210
H -0.771 -0.660 1.706
H -1.720 0.533 0.758
H -1.297 0.846 2.451
H 1.238 0.797 1.641

Entry 15:
13
Properties=species:S:1:pos:R:3 method="wB97M-V/def2-TZVPD" de_lowest_kcal_mol=63.4 gap_ev=10.1295 spin_multiplicity=1 smiles="[H]/N=C/COC=C" energy_ev=-7796.89342 lumo_energy_ha=0.0385
H -1.933 -1.892 0.891
N -1.566 -1.356 0.110
C -0.913 -0.367 0.558
C -0.784 0.837 -0.349
O 0.385 1.615 -0.148
C 1.473 0.815 0.038
C 1.492 -0.485 -0.264
H -0.675 -0.174 1.609
H -0.908 0.478 -1.377
H -1.647 1.470 -0.083
H 2.305 1.314 0.544
H 2.302 -1.083 0.091
H 0.869 -0.983 -0.999

Entry 16:
13
Properties=species:S:1:pos:R:3 method="wB97M-V/def2-TZVPD" de_lowest_kcal_mol=22.0 gap_ev=10.2582 spin_multiplicity=1 smiles="CN1CCC1=O" energy_ev=-7798.69054 lumo_energy_ha=0.0326
C -1.780 0.407 -0.128
N -0.362 0.168 -0.148
C 0.419 -1.064 -0.077
C 1.667 -0.184 0.174
C 0.690 1.002 0.117
O 0.754 2.200 0.261
H -2.201 0.284 0.878
H -1.966 1.431 -0.461
H -2.287 -0.284 -0.809
H 0.423 -1.638 -1.011
H 0.143 -1.720 0.757
H 2.135 -0.312 1.152
H 2.428 -0.193 -0.608

Entry 17:
13
Properties=species:S:1:pos:R:3 method="wB97M-V/def2-TZVPD" de_lowest_kcal_mol=78.6 gap_ev="7.9954 / 8.0000" spin_multiplicity=1 energy_ev=-7796.23762 lumo_energy_ha="-0.0030 / -0.0029"
C 1.622 0.375 -0.364
N 0.301 0.326 0.266
C -0.605 1.279 0.135
C -0.287 -0.835 0.715
C -1.419 -1.277 -0.053
O -2.157 -2.219 0.172
H 2.136 1.308 -0.121
H 1.501 0.293 -1.450
H 2.206 -0.483 -0.021
H -1.333 1.384 0.927
H -0.607 1.953 -0.716
H 0.153 -1.416 1.515
H -1.510 -0.688 -1.006

Entry 18:
13
Properties=species:S:1:pos:R:3 method="wB97M-V/def2-TZVPD" de_lowest_kcal_mol=116.6 gap_ev="7.8985 / 8.0935" spin_multiplicity=1 energy_ev=-7794.59002 lumo_energy_ha="-0.0102 / -0.0029"
C -1.371 0.364 1.270
O -0.436 0.786 0.482
C 0.436 0.010 -0.156
C 1.360 0.699 -1.107
C 0.769 -1.233 0.443
N 1.028 -2.246 0.953
H -1.282 -0.607 1.746
H -1.923 -0.694 -0.344
H -2.052 1.130 1.613
H -1.319 -0.817 -0.820
H 0.826 1.478 -1.657
H 2.217 1.154 -0.594
H 1.746 -0.026 -1.829

Entry 19:
13
Properties=species:S:1:pos:R:3 method="wB97M-V/def2-TZVPD" de_lowest_kcal_mol=61.8 gap_ev=10.4017 spin_multiplicity=1 smiles="CC1=NCCO1" energy_ev=-7796.96653 lumo_energy_ha=0.0368
C -2.023 0.703 -0.074
C -0.684 0.160 0.195
N -0.124 -0.124 -0.927
C 1.274 -0.294 -0.683
C 1.268 -0.629 0.810
O 0.033 -0.038 1.309
H -2.828 0.460 0.651
H -1.680 0.314 -1.183
H -1.994 1.788 -0.200
H 1.672 -1.084 -1.321
H 1.788 0.649 -0.917
H 2.088 -0.194 1.370
H 1.210 -1.710 0.970

Entry 20:
13
Properties=species:S:1:pos:R:3 method="wB97M-V/def2-TZVPD" de_lowest_kcal_mol=81.9 gap_ev="7.9644 / 7.7754" spin_multiplicity=1 energy_ev=-7796.09277 lumo_energy_ha="0.0056 / 0.0068"
C 0.944 0.761 1.379
C 0.843 0.216 -0.015
C -0.348 -1.547 -1.001
N -0.331 -0.304 -0.499
C -1.463 0.571 -0.667
O -2.474 0.223 -1.203
H 0.088 1.395 1.653
H 1.862 1.351 1.474
H 1.001 -0.044 2.135
H 1.720 -0.215 -0.494
H -0.924 -1.757 -1.902
H 0.338 -2.250 -0.535
H -1.255 1.600 -0.324